ORCA calculation (the ωB97M-V functional and the def2-TZVPD basis) on a molecular structure, C14H24N8ORhS3.

Values from the calculation:
Kohn-Sham gap, eV: 7.56
E_HOMO, eV: -10.2
Relative energy (zero: lowest compared OMol25 entry of this formula, charge and spin), eV: 0.098
E_LUMO, eV: -2.67
DFT total energy, eV: -64385.785

```
! RIJCOSX wB97M-V def2-TZVPD def2/J DEFGRID3
* xyz 1 1
Rh -0.49822 1.78557 -0.32021
N 1.77974 5.24930 -1.25774
C 1.34087 4.05650 -0.78528
S -0.18620 4.05422 0.10207
N 2.03225 2.99048 -1.05578
N 1.49003 1.88153 -0.40877
C 2.28202 1.06470 0.17405
C 1.85080 0.13326 1.18910
C 2.78651 -0.80773 1.65501
C 2.58803 -1.51807 2.81372
C 1.44757 -1.23661 3.57702
C 0.51420 -0.32302 3.14891
C 0.65498 0.35934 1.92164
O -0.30135 1.18799 1.58281
H 1.32690 6.08823 -0.94160
H 2.74644 5.31437 -1.53235
H 3.34726 1.19216 -0.00631
H 3.70443 -0.93955 1.09204
H 3.32369 -2.23065 3.15883
H 1.29785 -1.74074 4.52420
H -0.35877 -0.09208 3.74713
N -0.73813 2.38589 -2.31732
N -2.07937 2.63491 -2.67068
C -3.08766 2.47895 -1.79373
N -4.31345 2.75173 -2.25194
S -2.85134 1.96033 -0.21146
H -0.20913 3.25140 -2.41827
H -0.35703 1.67302 -2.93876
H -2.25325 2.93833 -3.61671
H -4.48103 3.14521 -3.16232
H -5.08775 2.69750 -1.61267
C -2.40040 -1.32471 0.99556
N -1.19085 -2.08498 0.71266
C -0.80539 -3.02234 1.76405
C -0.43355 -1.85527 -0.35935
S -0.58658 -0.43975 -1.32549
N 0.45371 -2.79520 -0.73742
C 1.57678 -2.48327 -1.61263
C 0.13844 -4.22163 -0.66987
H -3.14676 -2.00636 1.40405
H -2.77947 -0.88043 0.08235
H -2.19147 -0.53497 1.72031
H -1.01235 -2.54800 2.72120
H 0.25979 -3.22792 1.70731
H -1.37200 -3.95278 1.70544
H 1.94133 -1.48160 -1.41078
H 1.29705 -2.55970 -2.66553
H 2.36922 -3.20136 -1.40325
H -0.87915 -4.37438 -0.32697
H 0.82694 -4.75304 -0.01174
H 0.22383 -4.63876 -1.67458
*
```

=====

ORCA calculation (the ωB97M-V functional and the def2-TZVPD basis) on a molecular structure, C14H25Br3NO2.

Values from the calculation:
Kohn-Sham gap (spin up / spin down), eV: 8.13 / 9.23
E_HOMO (spin up / spin down), eV: -8.4 / -9.5
Relative energy (zero: lowest compared OMol25 entry of this formula, charge and spin), eV: 0.000
Expectation value of S²: 0.75
E_LUMO (spin up / spin down), eV: -0.27 / -0.27
DFT total energy, eV: -230632.180

```
! RIJCOSX wB97M-V def2-TZVPD def2/J DEFGRID3
* xyz 0 2
C 0.44067 1.35260 2.17247
C 0.37056 0.09810 1.24006
C 1.57398 -0.76388 1.65426
C 1.80117 -1.94841 0.73316
C 2.96661 -1.92520 -0.22683
O 2.95725 -2.71147 0.94112
C -0.95961 -0.63120 1.53786
C -1.71873 -1.33902 0.38816
C -3.16661 -0.84173 0.34036
C -1.80305 -2.85000 0.70408
N -1.04876 -1.22504 -0.93627
O -1.74817 -1.71034 -1.88718
C -0.44287 0.08154 -1.28376
C -1.50111 1.15308 -1.60381
C 0.37598 -0.13219 -2.56723
C 0.53172 0.59897 -0.21302
H 0.89134 2.20517 1.67054
H -0.53269 1.62951 2.56937
H 1.07303 1.14638 3.03735
H 2.48605 -0.16870 1.61810
H 1.38311 -1.16947 2.64922
H 0.91802 -2.46524 0.38962
H 3.45898 -0.96658 -0.17350
H 2.60150 -2.37188 -1.14115
H -1.66363 0.03582 2.02686
H -0.72926 -1.39280 2.28142
H -3.23760 0.22818 0.16453
H -3.74884 -1.39636 -0.38898
H -3.59579 -1.03264 1.32231
H -2.62069 -3.01829 1.40105
H -1.99142 -3.41794 -0.20172
H -0.89290 -3.21002 1.17670
H -1.75046 1.75702 -0.73330
H -2.40054 0.70145 -2.01349
H -1.09993 1.80874 -2.37391
H 1.03721 0.72230 -2.69101
H -0.27537 -0.23110 -3.42979
H 0.96506 -1.04314 -2.47947
H 1.54221 0.35092 -0.53374
H 0.47274 1.68172 -0.26014
C 1.87029 4.60285 -0.97034
Br 0.00940 4.76789 -0.51162
Br 2.79491 3.47853 0.28343
Br 2.09782 3.97420 -2.77204
H 2.30841 5.58765 -0.90973
*
```

=====

ORCA calculation (the ωB97M-V functional and the def2-TZVPD basis) on a molecular structure, C14H25Cl8Mg2O6.

Values from the calculation:
Kohn-Sham gap, eV: 7.50
E_HOMO, eV: -12.9
Relative energy (zero: lowest compared OMol25 entry of this formula, charge and spin), eV: 2.109
E_LUMO, eV: -5.39
DFT total energy, eV: -138278.736

```
! RIJCOSX wB97M-V def2-TZVPD def2/J DEFGRID3
* xyz 1 1
Mg 20.49196 19.06806 -0.38182
Mg 20.22580 16.14220 0.99494
C 24.33361 17.45570 0.91317
C 22.79411 17.42241 0.76495
O 22.17067 18.25295 0.13407
O 22.12052 16.41060 1.15467
H 24.75153 16.94340 0.04657
H 24.65665 17.03794 1.86670
H 24.78547 18.44489 0.98676
C 18.17711 19.07786 3.26583
C 19.04378 18.40688 2.23136
O 19.36010 17.20852 2.34202
O 19.43146 18.99936 1.25431
H 18.60906 19.83789 3.91688
H 17.91375 18.29404 3.97603
H 17.30378 19.48995 2.76029
C 18.02590 15.85589 -2.19994
C 18.97857 15.96580 -0.96906
O 18.96693 15.07081 -0.12823
O 19.66763 17.01195 -0.73600
H 18.62768 16.14722 -3.06080
H 17.23318 16.60307 -2.16229
H 17.56859 14.88152 -2.37192
Cl 16.66451 20.89837 -4.52079
C 16.48888 19.88013 -3.01576
C 15.01208 19.66603 -2.64307
Cl 14.13256 21.12708 -2.14164
H 17.07399 20.43889 -2.28534
H 17.03783 18.94520 -3.12827
H 14.94448 18.94472 -1.82868
H 14.49202 19.02653 -3.35627
Cl 13.17765 12.94455 0.69160
C 12.96460 14.04568 -0.66532
C 14.13687 13.97537 -1.53807
Cl 13.77784 14.95075 -3.01222
H 12.89328 15.04533 -0.23673
H 12.04549 13.71476 -1.14888
H 14.33172 12.92442 -1.75169
H 15.07313 14.44414 -1.23514
Cl 18.16713 12.12697 5.42593
C 19.10465 13.45294 4.77235
C 19.05803 13.42528 3.24307
Cl 20.37670 14.33596 2.41406
H 20.07652 13.37890 5.26028
H 18.56343 14.27111 5.24751
H 18.17443 13.89490 2.81087
H 19.17422 12.39472 2.90757
Cl 23.18830 15.35611 -2.60374
C 21.59604 14.92597 -3.01534
C 21.61382 13.90843 -4.11887
Cl 22.38393 12.34148 -3.73948
H 21.12430 15.81909 -3.42507
H 21.08646 14.60918 -2.10536
H 22.22169 14.42795 -4.85960
H 20.63723 13.51075 -4.39495
*
```

=====

ORCA calculation (the ωB97M-V functional and the def2-TZVPD basis) on a molecular structure, C14H25ClNPZn.

Values from the calculation:
Kohn-Sham gap (spin up / spin down), eV: 4.01 / 4.02
E_HOMO (spin up / spin down), eV: -4.6 / -4.6
Relative energy (zero: lowest compared OMol25 entry of this formula, charge and spin), eV: 9.079
E_LUMO (spin up / spin down), eV: -0.63 / -0.63
DFT total energy, eV: -86630.180

```
! RIJCOSX wB97M-V def2-TZVPD def2/J DEFGRID3
* xyz 0 1
C 0.51456 3.48073 -3.50096
C -0.80036 3.15200 -3.09402
C -1.03112 2.01705 -2.38710
C 0.03642 1.25740 -1.96408
C 1.34651 1.60788 -2.27381
C 1.61624 2.68838 -3.00012
C -2.48437 1.66843 -2.20557
C -2.94273 0.30107 -1.71432
N -1.90543 -0.76892 -1.93832
Zn -0.39062 -0.43974 -0.92038
C 2.53735 0.77002 -1.89074
P 1.92405 -0.81474 -1.19462
H -1.63078 3.76556 -3.38549
H 2.62898 2.96568 -3.23988
H 0.69568 4.31456 -4.15490
H 3.16855 1.30063 -1.14894
H 3.14694 0.58079 -2.79484
H -2.93336 2.35154 -1.48641
H -2.98790 1.85233 -3.15344
H -3.04957 0.25632 -0.61129
C 2.98199 -1.07487 0.22434
C 2.49949 -1.95226 -2.65258
H -3.84971 -0.06326 -2.23259
C -1.31138 -0.92188 -3.44144
C -2.44911 -2.19340 -1.45274
H -1.51524 -0.25676 0.71629
H -1.93608 -1.70281 -3.93080
H -1.38557 0.09246 -3.85598
H -0.24493 -1.25385 -3.28772
H -3.41622 -2.41844 -2.01078
H -1.61907 -2.92931 -1.61893
H -2.64464 -2.00777 -0.34730
H 3.59363 -1.95164 -2.55020
H 2.07652 -2.95670 -2.44426
H 2.02424 -1.52740 -3.54277
H 4.01112 -1.01549 -0.15517
H 2.78771 -0.29196 0.97857
H 2.76803 -2.06145 0.65859
H 1.45691 -2.15191 -1.86207
Cl 0.40626 0.64287 2.10521
C -0.05803 0.99452 0.49314
H -1.05592 1.42666 0.50698
H 0.63401 1.80056 0.23897
*
```

=====

ORCA calculation (the ωB97M-V functional and the def2-TZVPD basis) on 2 unconnected molecules or ions with the total composition C14H25F5N3.

Values from the calculation:
Kohn-Sham gap, eV: 7.09
E_HOMO, eV: -10.3
E_LUMO, eV: -3.24
DFT total energy, eV: -32974.116

```
! RIJCOSX wB97M-V def2-TZVPD def2/J DEFGRID3
* xyz 1 1
F 4.33862 -0.04300 -1.00633
C 5.37771 0.87663 -1.03450
F 5.63152 1.31453 -2.30230
F 6.48937 0.15175 -0.64910
C 5.13357 2.03434 0.03076
F 4.00452 1.74602 0.80428
F 6.20910 1.96483 0.92785
C 5.14300 3.49087 -0.54323
C 3.70713 4.11564 -0.78895
C 2.74654 3.23761 -1.68484
N 1.76883 2.41214 -0.90847
C 1.37227 1.12149 -1.34788
C 0.48281 0.73314 -0.26552
N 0.37285 1.72016 0.72618
C 1.18832 2.74221 0.28424
H 5.75044 3.62774 -1.47311
H 5.63640 4.13520 0.24504
H 3.87908 5.07870 -1.35799
H 3.27711 4.42475 0.19985
H 2.13721 3.88143 -2.38592
H 3.36382 2.55284 -2.32793
H 1.68116 0.55056 -2.24794
H -0.06057 -0.23549 -0.15613
H -0.14890 1.71231 1.60214
H 1.35987 3.68870 0.84338
C -2.52301 -4.70735 0.00710
C -2.76744 -3.57074 0.99185
N -3.01739 -2.28958 0.34361
C -2.93162 -1.15449 1.25232
C -3.95045 -1.07463 2.38879
C -4.12471 -2.25271 -0.60467
C -5.50829 -2.66816 -0.10322
H -1.73136 -4.45220 -0.70096
H -2.21415 -5.60421 0.54791
H -3.42510 -4.96008 -0.55402
H -1.86593 -3.48211 1.60745
H -3.58212 -3.85252 1.67070
H -2.97663 -0.22553 0.67159
H -1.92789 -1.15911 1.69903
H -4.94098 -0.79919 2.02710
H -3.64697 -0.30136 3.10016
H -4.02710 -2.01097 2.94369
H -3.86633 -2.89426 -1.45263
H -4.19325 -1.25001 -1.03973
H -5.48434 -3.60437 0.45721
H -6.17277 -2.82127 -0.95723
H -5.96395 -1.90022 0.52039
*
```